Formula: C2H2F2OS
Source: the OMol25 dataset
Level of theory: the ωB97M-V functional and the def2-TZVPD basis

Cartesian coordinates (Å):
C1 0.411 -0.394 -0.369
C2 -0.293 0.830 0.146
H1 0.292 -2.183 0.366
H2 -0.045 1.255 1.183
O1 -0.148 -1.312 0.394
F1 -0.118 1.842 -0.712
F2 -1.664 0.417 0.288
S1 1.564 -0.455 -1.296

Cartesian forces (eV/Å) of the 6 atoms listed first:
-4.5749 0.7068 5.3972
-1.7285 1.1045 1.4481
-0.0041 0.4899 -0.3821
0.0978 -1.1537 -1.4052
0.0603 -2.5717 0.7563
-0.7858 0.2309 -0.2303

## Properties
HOMO-LUMO gap ... 9.632 eV
Energy above the lowest of the compared OMol25 structures with the same formula, charge and spin ... 89.9 kJ/mol
Max |F| ... 0.1433 hartree/bohr
SMILES ... OC(=S)C(F)F
LUMO level ... -0.091 eV

Formula: C10H19N3O7
Source: the OMol25 dataset
Level of theory: the ωB97M-V functional and the def2-TZVPD basis

Cartesian coordinates (Å):
C1 -1.029 1.925 -2.112
C2 -2.264 2.706 -1.384
C3 -0.219 1.376 -0.867
C4 1.157 0.746 -1.209
C5 1.208 0.118 -2.649
C6 -0.358 -2.604 1.957
C7 -0.962 -2.456 3.351
C8 1.028 -1.956 1.812
C9 1.017 -0.460 2.126
C10 2.216 0.275 1.594
H1 0.032 2.162 -3.783
H2 0.179 3.363 -2.965
H3 -1.348 1.033 -2.485
H4 -0.827 0.590 -0.320
H5 -0.030 2.233 -0.108
H6 1.433 0.033 -0.471
H7 1.894 1.683 -1.297
H8 0.553 -1.545 -3.509
H9 0.646 -1.698 -1.962
H10 -2.086 3.880 -2.751
H11 -0.972 -2.317 0.055
H12 -2.236 -2.364 1.004
H13 -0.234 -3.706 1.788
H14 1.398 -2.134 0.825
H15 1.662 -2.436 2.504
H16 0.950 -0.346 3.220
H17 0.122 0.031 1.689
H18 1.433 1.844 2.277
H19 -2.229 -2.682 4.317
N1 -0.479 2.745 -3.288
N2 1.005 -1.303 -2.687
N3 -1.334 -2.087 0.993
O1 -2.838 2.155 -0.456
O2 1.301 0.744 -3.719
O3 -2.552 3.901 -1.952
O4 -0.259 -2.255 4.336
O5 3.125 -0.217 0.975
O6 2.184 1.645 1.710
O7 -2.288 -2.623 3.444

Cartesian forces (eV/Å) of the 6 atoms listed first:
0.0695 3.2349 1.9609
0.4126 -2.1380 -0.5405
0.6245 0.8974 0.8403
1.0354 3.0198 -2.7502
-0.8531 -0.7566 -0.6589
-1.2491 -0.6996 -0.1671

## Properties
HOMO-LUMO gap ... 10.028 eV
Energy above the lowest of the compared OMol25 structures with the same formula, charge and spin ... 311.8 kJ/mol
Max |F| ... 0.1501 hartree/bohr
SMILES ... N[C@@H](CCC(=O)O)C(=O)O.NC(=O)CC[C@H](N)C(=O)O
LUMO level ... 0.214 eV

Formula: C18H48F4HfN2O26S10
Source: the OMol25 dataset
Level of theory: the ωB97M-V functional and the def2-TZVPD basis

Cartesian coordinates (Å):
Hf1 10.637 -29.357 1.430
N1 11.898 -28.387 -0.124
S1 12.118 -27.048 -0.997
O1 11.529 -26.999 -2.323
O2 13.215 -26.149 -0.645
F1 10.990 -26.297 -0.136
S2 13.142 -29.008 -1.251
O3 14.573 -28.518 -1.319
O4 12.480 -29.607 -2.418
F2 13.338 -30.316 -0.280
N2 8.657 -28.305 1.507
S3 7.859 -27.131 0.442
O5 8.369 -25.825 0.704
O6 6.546 -27.345 -0.217
F3 8.797 -27.589 -0.813
S4 7.339 -28.070 2.369
O7 6.131 -28.836 2.074
O8 7.234 -26.958 3.280
F4 7.957 -29.050 3.482
O9 12.669 -29.580 2.535
S5 14.157 -29.357 2.652
O10 15.035 -30.302 1.965
O11 14.455 -27.847 2.124
C1 15.768 -27.441 1.877
C2 16.161 -26.174 2.745
C3 14.627 -29.177 4.488
H1 15.915 -27.219 0.820
H2 16.531 -28.175 2.135
H3 17.165 -25.870 2.450
H4 16.105 -26.422 3.805
H5 15.382 -25.438 2.544
H6 14.122 -28.254 4.771
H7 15.712 -29.173 4.596
H8 14.211 -30.014 5.049
O12 11.462 -31.655 0.885
S6 11.897 -32.907 0.331
O13 11.083 -34.139 0.467
O14 12.077 -32.607 -1.265
C4 12.538 -33.678 -2.214
C5 11.490 -34.669 -2.673
C6 13.670 -33.360 0.741
H9 13.318 -34.247 -1.708
H10 12.807 -33.117 -3.109
H11 10.798 -34.214 -3.382
H12 10.976 -35.114 -1.820
H13 11.792 -35.536 -3.261
H14 13.818 -33.303 1.819
H15 14.351 -32.679 0.229
H16 13.834 -34.381 0.398
O15 8.889 -31.108 1.867
S7 7.730 -31.969 2.130
O16 6.862 -31.765 3.281
O17 6.833 -32.042 0.737
C7 5.561 -32.734 0.811
C8 5.577 -33.915 -0.140
C9 8.293 -33.755 2.214
H17 4.903 -31.903 0.556
H18 5.157 -33.035 1.778
H19 6.128 -34.766 0.261
H20 6.069 -33.605 -1.062
H21 4.600 -34.310 -0.419
H22 9.029 -33.847 3.014
H23 8.767 -33.913 1.245
H24 7.370 -34.329 2.293
O18 12.720 -25.194 2.195
S8 11.787 -26.026 2.954
O19 11.291 -27.339 2.486
O20 12.459 -26.328 4.453
C10 13.017 -25.191 5.058
C11 12.899 -25.257 6.604
C12 10.270 -25.010 3.489
H25 12.701 -24.230 4.653
H26 14.051 -25.360 4.760
H27 12.825 -26.261 7.021
H28 11.972 -24.744 6.860
H29 13.697 -24.740 7.137
H30 9.593 -24.889 2.643
H31 10.539 -23.990 3.765
H32 9.856 -25.472 4.385
O21 10.461 -29.397 3.754
S9 10.366 -29.222 5.250
O22 11.693 -29.107 5.924
O23 9.438 -27.910 5.516
C13 9.507 -27.401 6.776
C14 8.370 -26.437 6.980
C15 9.327 -30.556 6.041
H33 10.466 -26.900 6.912
H34 9.309 -28.115 7.575
H35 7.464 -27.034 6.872
H36 8.358 -25.697 6.180
H37 8.439 -25.953 7.954
H38 9.690 -30.655 7.064
H39 9.449 -31.536 5.580
H40 8.280 -30.287 6.184
O24 9.718 -30.251 -0.571
S10 9.010 -31.017 -1.579
O25 8.569 -32.408 -1.389
O26 7.659 -30.156 -1.807
C16 6.610 -30.729 -2.442
C17 5.283 -30.082 -2.160
C18 9.899 -30.729 -3.196
H41 6.584 -31.785 -2.173
H42 6.773 -30.648 -3.517
H43 5.158 -29.177 -2.755
H44 5.140 -29.956 -1.087
H45 4.506 -30.751 -2.530
H46 10.069 -29.678 -3.430
H47 9.235 -31.080 -3.987
H48 10.812 -31.324 -3.205

Cartesian forces (eV/Å) of the 6 atoms listed first:
1.1359 -0.0588 2.1707
2.9146 -0.7616 -2.5948
-3.7560 10.1519 1.5339
1.4463 -1.3608 1.5814
-0.9286 -3.0637 -1.0491
-0.5343 -0.0651 -0.0361

## Properties
HOMO-LUMO gap (alpha / beta) ... 7.641 / 2.915 eV
Max |F| ... 0.2360 hartree/bohr
LUMO level (alpha / beta) ... -9.968 / -14.694 eV
2S+1 ... 2
⟨S²⟩ ... 0.754
Net charge ... +3

Formula: C18H19ClN4O
Source: the OMol25 dataset
Level of theory: the ωB97M-V functional and the def2-TZVPD basis

Cartesian coordinates (Å):
C1 3.302 -1.538 -2.306
H1 4.220 -1.495 -1.725
H2 3.190 -0.591 -2.827
H3 3.389 -2.332 -3.043
C2 2.127 -1.818 -1.375
N1 0.923 -2.159 -2.120
C3 -0.036 -2.918 -1.354
C4 -0.581 -2.251 -0.130
N2 0.067 -1.636 0.810
C5 -0.914 -1.285 1.691
N3 -2.097 -1.669 1.305
O1 -1.896 -2.304 0.117
C6 -0.650 -0.569 2.963
C7 -0.642 0.921 2.738
C8 -1.829 1.639 2.808
C9 -1.848 3.009 2.631
C10 -0.668 3.690 2.390
C11 0.523 2.995 2.299
C12 0.527 1.618 2.455
Cl1 2.027 0.773 2.279
H4 1.451 3.510 2.104
H5 -0.673 4.762 2.263
H6 -2.783 3.546 2.685
H7 -2.746 1.102 3.002
H8 0.319 -0.895 3.344
H9 -1.439 -0.827 3.670
H10 -0.881 -3.183 -1.995
H11 0.453 -3.846 -1.031
C13 0.328 -1.070 -2.885
C14 -0.264 0.038 -2.052
C15 -1.608 0.034 -1.691
C16 -2.085 1.039 -0.866
N4 -1.336 2.032 -0.419
C17 -0.066 2.055 -0.784
C18 0.520 1.088 -1.583
H12 1.563 1.161 -1.850
H13 0.508 2.895 -0.417
H14 -3.120 1.054 -0.548
H15 -2.274 -0.738 -2.049
H16 1.108 -0.667 -3.534
H17 -0.449 -1.509 -3.519
H18 1.969 -0.974 -0.691
H19 2.371 -2.688 -0.761

Cartesian forces (eV/Å) of the 6 atoms listed first:
-0.2179 -0.0633 0.1890
0.1248 0.0611 0.0185
0.0454 0.1151 -0.0832
0.0533 -0.0686 -0.0981
0.3316 0.1085 -0.1446
-0.1188 -0.0766 -0.0034

## Properties
HOMO-LUMO gap ... 9.567 eV
Energy above the lowest of the compared OMol25 structures with the same formula, charge and spin ... 119.2 kJ/mol
Max |F| ... 0.0236 hartree/bohr
SMILES ... CCN(Cc1ccncc1)Cc1nc(Cc2ccccc2Cl)no1
LUMO level ... 0.763 eV

Formula: C11H19BeFN2O4P
Source: the OMol25 dataset
Level of theory: the ωB97M-V functional and the def2-TZVPD basis

Cartesian coordinates (Å):
Be1 3.281 1.298 0.395
F1 2.185 -0.495 1.275
C1 0.764 2.297 -3.744
O1 -0.204 2.770 -2.763
P1 0.098 2.430 -1.248
O2 1.363 1.734 -0.927
O3 -1.214 1.647 -0.879
C2 -1.263 0.807 0.279
O4 -0.158 3.811 -0.514
C3 0.592 4.984 -0.821
H1 0.489 2.602 -4.749
H2 0.744 1.209 -3.706
H3 1.724 2.745 -3.498
H4 -0.282 0.782 0.753
H5 -1.469 -0.213 -0.049
H6 -2.080 1.082 0.941
H7 0.602 5.096 -1.907
H8 1.611 5.105 -0.449
H9 0.022 5.819 -0.419
N1 0.658 -2.607 -0.398
C4 0.605 -2.149 -1.689
C5 0.097 -3.190 -2.447
C6 -0.244 -4.210 -1.548
C7 0.168 -3.870 -0.271
H10 0.906 -2.044 0.402
H11 1.045 -1.184 -1.881
H12 -0.042 -3.267 -3.512
H13 -0.707 -5.120 -1.897
H14 -0.109 -4.377 0.638
N2 -0.006 -1.176 2.774
C8 -0.096 -0.838 4.099
C9 -1.303 -1.331 4.580
C10 -2.037 -1.816 3.493
C11 -1.185 -1.772 2.414
H15 0.756 -0.829 2.193
H16 0.744 -0.389 4.602
H17 -1.693 -1.119 5.563
H18 -3.035 -2.216 3.545
H19 -1.329 -2.006 1.371

Cartesian forces (eV/Å) of the 6 atoms listed first:
-3.6079 -2.4872 0.1828
1.6201 2.6037 -1.2492
-0.1870 -0.1047 0.1292
1.0958 -0.1787 0.0225
-2.8734 1.3584 -0.1732
2.2726 -0.4023 0.7960

## Properties
HOMO-LUMO gap ... 2.389 eV
Max |F| ... 0.0853 hartree/bohr
LUMO level ... -8.354 eV
Net charge ... +1

> Which of these has the highest max |F|?

C18H48F4HfN2O26S10